[1]
Molecular formula: C4H7I2N
Method: DFT, ωB97M-V with the def2-TZVPD basis set

ΔE to the lowest compared entry with this formula, charge and spin (kcal/mol): 125.9
LUMO energy (alpha / beta) (eV): -0.739 / -1.770
HOMO energy (alpha / beta) (eV): -8.0 / -8.6
Orbital gap (alpha / beta) (Ha): 0.267 / 0.250

Positions of all 14 atoms, in Å:
C (0.904, -0.038, 0.391)
C (0.210, -0.015, -0.782)
C (1.717, -1.171, 0.770)
C (-0.628, 1.117, -1.152)
N (-2.745, 2.220, 1.129)
I (-2.595, -1.698, 0.570)
I (-2.841, 1.037, -0.273)
H (0.903, 0.723, 1.164)
H (0.204, -0.844, -1.599)
H (1.370, -1.723, 1.579)
H (2.744, -0.974, 1.175)
H (1.857, -1.887, 0.090)
H (-0.238, 2.027, -0.838)
H (-0.863, 1.224, -2.224)


[2]
Molecular formula: C4H7I2N
Method: DFT, ωB97M-V with the def2-TZVPD basis set

ΔE to the lowest compared entry with this formula, charge and spin (kcal/mol): 103.0
LUMO energy (alpha / beta) (eV): -1.717 / -1.728
HOMO energy (alpha / beta) (eV): -8.4 / -8.4
Orbital gap (alpha / beta) (Ha): 0.245 / 0.245

Positions of all 14 atoms, in Å:
C (-0.178, -0.259, -0.576)
C (-0.884, -0.390, 0.807)
C (0.698, -1.442, -0.862)
C (-1.706, 0.523, 1.297)
N (1.111, 1.049, -1.607)
I (2.765, 2.519, 1.509)
I (1.103, 2.731, -0.796)
H (-0.909, -0.030, -1.336)
H (-0.640, -1.296, 1.338)
H (1.116, -1.369, -1.862)
H (0.122, -2.367, -0.786)
H (1.515, -1.486, -0.145)
H (-1.889, 1.455, 0.791)
H (-2.226, 0.364, 2.229)


[3]
Molecular formula: C4H7IN2
Method: DFT, ωB97M-V with the def2-TZVPD basis set

ΔE to the lowest compared entry with this formula, charge and spin (kcal/mol): 36.5
LUMO energy (eV): 0.386
HOMO energy (eV): -9.6
Orbital gap (Ha): 0.366

Positions of all 14 atoms, in Å:
C (-0.619, -0.353, 1.407)
C (-0.192, 0.218, -0.027)
N (-1.362, 0.262, -0.948)
C (0.234, 1.525, 0.133)
N (0.795, 2.496, 0.413)
C (1.050, -0.784, -0.769)
I (2.919, -0.334, 0.012)
H (-0.638, -1.380, 1.453)
H (-1.556, -0.031, 1.649)
H (0.113, 0.056, 2.004)
H (-1.676, 1.171, -1.154)
H (-1.071, -0.259, -1.842)
H (1.075, -0.735, -1.860)
H (0.929, -1.851, -0.472)


[4]
Molecular formula: C4H7IN2
Method: DFT, ωB97M-V with the def2-TZVPD basis set

ΔE to the lowest compared entry with this formula, charge and spin (kcal/mol): 92.1
LUMO energy (eV): 0.384
HOMO energy (eV): -8.9
Orbital gap (Ha): 0.341

Positions of all 14 atoms, in Å:
C (0.699, 0.738, 0.400)
C (0.843, 1.942, 0.890)
C (-1.375, -0.581, 0.527)
C (-0.024, -0.386, 1.052)
N (2.104, 3.124, -0.878)
N (1.521, 3.481, 0.124)
I (-0.311, 2.768, 2.388)
H (1.234, 0.496, -0.466)
H (-2.200, 0.210, 0.626)
H (-1.739, -1.580, 0.952)
H (-1.112, -0.745, -0.630)
H (0.688, -1.169, 0.908)
H (0.067, -0.281, 2.219)
H (2.625, 3.842, -1.371)